[1]
{
  "formula": "C4H11N2O",
  "method": "ωB97M-V/def2-TZVPD",
  "orbital_gap_ev": [5.9, 7.8],
  "charge": 2,
  "multiplicity": 2,
  "e_lumo_ev": [-12.9, -11.9],
  "elements": ["N", "C", "C", "N", "C", "C", "O", "H", "H", "H", "H", "H", "H", "H", "H", "H", "H", "H"],
  "xyz": [[-3.14461, -1.95812, 1.40761], [-0.63518, 0.40937, 1.65103], [0.01812, 0.02065, 0.44053], [0.30289, 1.03054, -0.54720], [1.11876, 0.70513, -1.64799], [2.59869, 1.13921, -1.56163], [0.25832, -1.15206, 0.16503], [-2.59021, -1.09135, 1.38727], [-2.81075, -2.92614, 1.50595], [-4.15508, -1.95574, 1.20762], [-0.53587, -0.33522, 2.43478], [-1.22831, 1.31020, 1.75431], [-0.15227, 1.90966, -0.29597], [1.03374, -0.37350, -1.78545], [0.81397, 1.28390, -2.52521], [3.24613, 0.81568, -2.37602], [3.12532, 0.86447, -0.63974], [2.67949, 2.23205, -1.55280]],
  "forces_ev_per_a": [[-1.0703, -0.7355, -0.3849], [0.1456, -0.3157, -0.2098], [-0.2733, -0.0392, -0.3268], [-0.1101, -0.8803, 1.0168], [-0.1660, 0.1201, -0.9901], [1.8252, 1.3709, 1.2872], [0.1791, 0.2858, 0.1363], [0.0007, -0.4927, 0.1464], [0.7378, 0.3485, 0.1917], [0.0704, 0.5518, 0.0928], [-0.1857, 0.2807, 0.1579], [0.2458, 0.0893, 0.1763], [0.5905, 0.4952, -0.7643], [0.1445, 0.0360, -0.0194], [-0.5406, -0.0925, 0.0158], [-0.7243, -0.4204, -0.3038], [-0.5226, -0.5081, -0.0268], [-0.3468, -0.0939, -0.1952]]
}



[2]
{
  "formula": "C11H30N2O4",
  "method": "ωB97M-V/def2-TZVPD",
  "orbital_gap_ev": 9.6,
  "charge": 0,
  "e_lumo_ev": 0.6,
  "elements": ["C", "O", "C", "C", "C", "N", "H", "H", "H", "H", "H", "H", "H", "H", "H", "H", "H", "C", "O", "C", "C", "N", "C", "C", "O", "C", "H", "H", "H", "H", "H", "H", "H", "H", "H", "H", "H", "H", "H", "H", "H", "C", "O", "H", "H", "H", "H"],
  "xyz": [[-1.19845, -30.10283, -24.38936], [-1.80685, -30.24708, -23.13589], [-1.20342, -29.44547, -22.14744], [-2.00416, -29.58506, -20.88523], [-1.62892, -28.53355, -19.85760], [-1.75827, -30.94010, -20.32753], [-1.82130, -30.58891, -25.13889], [-0.20050, -30.56455, -24.42836], [-1.07911, -29.04819, -24.67440], [-0.18109, -29.80355, -21.94280], [-1.16819, -28.39134, -22.45124], [-3.06755, -29.49934, -21.15357], [-0.67233, -28.80472, -19.40290], [-2.38397, -28.45032, -19.07689], [-1.49079, -27.54534, -20.30310], [-1.99087, -31.61796, -21.04849], [-2.42767, -31.11917, -19.58481], [-4.53367, -25.93360, -23.25505], [-5.79356, -25.86978, -23.89665], [-6.38735, -27.13013, -24.09490], [-7.67182, -26.90883, -24.84329], [-7.37083, -26.44739, -26.20067], [-8.58582, -26.04520, -26.90531], [-8.26689, -25.56744, -28.30353], [-7.29587, -24.53210, -28.28511], [-5.98976, -24.92696, -28.63817], [-4.63400, -25.92374, -22.16758], [-3.97299, -25.07330, -23.62064], [-3.98976, -26.84160, -23.54105], [-6.54497, -27.67287, -23.15332], [-5.74349, -27.77194, -24.72220], [-8.29010, -26.16969, -24.30434], [-8.24279, -27.83701, -24.90299], [-6.80626, -25.60951, -26.09999], [-9.08268, -25.21999, -26.36491], [-9.27686, -26.89048, -26.91139], [-9.17166, -25.13986, -28.74759], [-7.95374, -26.38837, -28.95787], [-5.43870, -24.03696, -28.94562], [-5.99492, -25.62722, -29.47920], [-5.44816, -25.38436, -27.80329], [-2.29406, -24.06775, -20.68299], [-1.74001, -25.08585, -21.50328], [-3.29789, -23.77056, -20.99847], [-2.42638, -24.48695, -19.68118], [-1.63117, -23.20692, -20.57981], [-1.86383, -24.84115, -22.42319]],
  "forces_ev_per_a": [[0.3313, -0.0437, -0.4182], [-0.1475, 0.0538, -0.2022], [0.2901, -0.0720, 0.2075], [-0.3638, -0.5580, 0.4617], [0.3548, 0.1316, 0.0039], [-0.2472, 0.2106, -0.1831], [-0.0644, -0.0312, 0.0910], [-0.0847, 0.0265, 0.1351], [-0.0983, -0.0231, 0.1043], [-0.0143, 0.1804, -0.1133], [-0.0160, -0.0495, -0.1379], [0.1078, 0.2948, -0.0908], [-0.1016, -0.0470, 0.0764], [0.0315, -0.0648, 0.0804], [-0.2186, -0.0305, -0.0788], [0.0984, 0.0176, -0.0261], [0.1140, 0.0652, 0.0832], [-0.1094, -0.1293, -0.3936], [0.2253, 0.0029, 0.1146], [0.0695, -0.5472, -0.2045], [-0.1874, 0.2863, -0.2586], [-0.2471, -0.0084, 0.1592], [0.2509, 0.1934, 0.4514], [-0.2676, 0.0685, -0.2309], [-0.0703, -0.0285, -0.0722], [0.3058, 0.0363, -0.0346], [0.0359, 0.0977, 0.0350], [0.0849, 0.0719, 0.2834], [-0.0071, 0.0323, -0.0026], [-0.1009, 0.2230, 0.0958], [0.0330, 0.1806, 0.1394], [0.0478, -0.1423, 0.0611], [0.0395, -0.0686, 0.0094], [0.1031, -0.0655, -0.0254], [-0.0766, -0.0992, -0.0829], [-0.0510, -0.0104, -0.2141], [0.0168, -0.0109, 0.0396], [0.1625, -0.0199, 0.1504], [-0.1193, 0.0396, 0.0243], [-0.0238, -0.0278, 0.0270], [-0.0889, -0.0919, -0.0508], [-0.2132, -0.2864, 0.5528], [-0.0736, -0.0001, 0.0346], [0.1336, 0.1615, -0.2221], [0.1637, -0.0744, -0.1282], [-0.0617, 0.1004, -0.2159], [0.0542, 0.0557, -0.0349]]
}



[3]
{
  "formula": "C24H32N6O4",
  "method": "ωB97M-V/def2-TZVPD",
  "orbital_gap_ev": 8.6,
  "charge": 0,
  "e_lumo_ev": 0.1,
  "elements": ["C", "C", "C", "C", "N", "C", "O", "C", "C", "C", "C", "N", "C", "C", "C", "C", "C", "C", "C", "O", "N", "C", "C", "N", "N", "C", "C", "C", "C", "C", "O", "N", "C", "O", "H", "H", "H", "H", "H", "H", "H", "H", "H", "H", "H", "H", "H", "H", "H", "H", "H", "H", "H", "H", "H", "H", "H", "H", "H", "H", "H", "H", "H", "H", "H", "H"],
  "xyz": [[4.91328, 0.88389, -1.10844], [4.36773, 0.64151, 0.29390], [4.40506, -0.83018, 0.71420], [3.64313, -1.80528, -0.18447], [2.19208, -1.77895, -0.03281], [1.56857, -2.92681, 0.35557], [2.16778, -3.83878, 0.88962], [0.07260, -2.99385, 0.09795], [-0.65797, -3.75478, 1.20439], [-2.18054, -3.65048, 1.03772], [-2.58910, -2.22545, 0.83397], [-3.21429, -1.87379, -0.22487], [-3.49001, -0.54456, -0.42194], [-4.18673, -0.16285, -1.57276], [-4.44602, 1.16696, -1.81157], [-4.03234, 2.14745, -0.91028], [-3.34472, 1.79372, 0.22660], [-3.05764, 0.44972, 0.47957], [-2.28296, 0.04353, 1.63899], [-1.70267, 0.78171, 2.42365], [-2.17900, -1.32508, 1.78433], [1.49802, -0.68934, -0.63236], [0.95462, 0.30347, 0.15595], [1.08466, 0.27406, 1.50896], [0.31346, 1.37679, -0.40861], [-0.02879, 2.55597, 0.37767], [1.21477, 3.35075, 0.77528], [0.83048, 4.60725, 1.55233], [2.06027, 5.40434, 1.96829], [0.08388, 1.45326, -1.77646], [-0.54846, 2.35400, -2.27820], [0.61770, 0.43551, -2.51265], [1.37242, -0.65226, -2.06188], [1.82407, -1.45368, -2.85384], [4.98208, 1.95182, -1.30346], [5.90589, 0.45163, -1.21289], [4.26551, 0.44680, -1.86419], [4.97180, 1.20549, 1.00944], [3.35072, 1.02610, 0.35356], [4.02989, -0.92160, 1.73622], [5.44782, -1.15557, 0.71982], [3.87942, -1.62725, -1.23557], [3.94461, -2.82361, 0.07193], [-0.05780, -3.51012, -0.85643], [-0.33799, -1.99191, -0.01887], [-0.35182, -3.35549, 2.17522], [-0.35478, -4.80084, 1.18554], [-2.67823, -4.06016, 1.91977], [-2.50720, -4.21116, 0.16292], [-4.50488, -0.93447, -2.25528], [-4.97758, 1.45743, -2.70522], [-4.24944, 3.18514, -1.10962], [-3.02704, 2.53516, 0.94372], [-1.67070, -1.65643, 2.59614], [0.38006, 0.72126, 2.07917], [1.48311, -0.57839, 1.87176], [-0.60027, 2.26926, 1.26180], [-0.66648, 3.16476, -0.26656], [1.87181, 2.73304, 1.39056], [1.76188, 3.63142, -0.12751], [0.18456, 5.23122, 0.93171], [0.26387, 4.32109, 2.44102], [1.76910, 6.29476, 2.51968], [2.70839, 4.80403, 2.60290], [2.62819, 5.71290, 1.09364], [0.46512, 0.49000, -3.51347]],
  "forces_ev_per_a": [[-0.1431, 0.0556, 0.2170], [0.1453, -0.1078, -0.0334], [-0.2016, 0.0925, -0.1632], [0.4489, -0.1548, 0.2501], [0.1156, 0.6472, -0.2426], [-0.5397, -0.0562, 0.0389], [-0.0176, -0.3115, 0.0672], [0.0781, -0.2073, 0.2748], [0.0540, 0.0323, -0.2215], [0.2160, -0.0527, 0.1418], [-0.2162, -0.1549, -0.1633], [-0.0532, -0.6691, -0.2143], [0.1236, 0.6511, 0.2826], [-0.0049, 0.0867, 0.0250], [-0.0040, -0.1461, -0.0063], [0.0669, 0.1074, 0.1455], [-0.0044, 0.0047, 0.0450], [-0.2199, -0.1289, -0.3594], [0.2063, -0.1068, 0.0724], [-0.1747, 0.1692, 0.2543], [-0.0015, -0.0198, 0.1476], [0.0095, -0.0999, 0.1897], [0.4006, -0.4827, -0.2700], [-0.0562, 0.0251, -0.1234], [-0.1365, -0.1222, 0.2374], [0.1501, 0.4967, 0.2162], [-0.3264, 0.1112, 0.0457], [0.2841, -0.1260, -0.0954], [-0.2533, -0.0334, -0.0068], [-0.0648, -0.1595, -0.0916], [-0.0678, 0.2701, -0.1840], [0.0667, -0.1076, -0.4771], [-0.1768, 0.3207, 0.3059], [0.0497, -0.1998, -0.1079], [0.0371, 0.0834, -0.0937], [0.1348, -0.0442, -0.0856], [-0.0224, -0.0467, -0.1520], [-0.0806, 0.0557, 0.0384], [0.0208, 0.0883, 0.1049], [0.0603, -0.0997, 0.0724], [0.0576, -0.0189, 0.0627], [-0.0361, -0.0606, 0.0067], [-0.0019, 0.1759, -0.1301], [-0.0259, 0.0677, -0.0829], [0.0255, -0.1021, -0.0690], [0.0378, -0.0710, 0.0501], [0.0063, 0.0345, 0.1295], [-0.0511, -0.0412, -0.0049], [-0.0701, 0.0763, 0.0437], [-0.0170, -0.0906, -0.0764], [-0.0456, 0.0116, -0.0823], [-0.0096, 0.0964, -0.0099], [0.0506, 0.0758, 0.0432], [-0.0254, 0.1289, -0.1411], [-0.0468, -0.0432, -0.0172], [0.0067, 0.0517, -0.0191], [-0.0165, 0.0185, -0.1498], [0.0392, -0.1337, 0.1745], [0.0713, -0.0025, -0.0510], [0.0707, -0.0214, -0.0430], [-0.1099, 0.0121, 0.0179], [-0.1066, 0.0180, 0.0150], [0.0642, 0.1133, 0.0655], [0.1085, -0.0303, 0.0698], [0.1047, 0.0542, -0.0685], [0.0164, 0.0204, 0.1851]]
}



[4]
{
  "formula": "CH6NO",
  "method": "ωB97M-V/def2-TZVPD",
  "orbital_gap_ev": 6.7,
  "charge": -1,
  "e_lumo_ev": 4.3,
  "elements": ["O", "H", "C", "N", "H", "H", "H", "H", "H"],
  "xyz": [[-1.54115, 1.95855, -1.07613], [-1.48393, 2.27107, -0.16111], [0.57038, -1.15437, 0.20160], [0.42462, 0.25699, 0.46640], [-0.16410, -1.58151, -0.49996], [0.40740, -1.68392, 1.13940], [1.54099, -1.44967, -0.17438], [0.79488, 0.83288, -0.26314], [-0.54908, 0.54996, 0.36733]],
  "forces_ev_per_a": [[0.1009, -0.1502, 0.3391], [-0.1054, 0.1599, -0.1982], [-0.8128, -0.3950, 0.0669], [-0.0440, 0.3223, 0.4234], [0.0090, 0.2140, -0.1132], [0.1220, -0.2848, 0.1480], [0.4532, 0.2135, 0.0002], [0.4283, 0.1154, -0.6125], [-0.1513, -0.1950, -0.0538]]
}



How do the records compare in strongest force on any atom? In the order shown, they have 2.62 0.81 0.72 0.91 eV/Å.
How do the records compare in energy relative to the best compared isomer or geometry (same formula, charge and spin)? In the order shown, they have 102.5 5.9 1.6 6.2 kcal/mol.
How do the records compare in E_tot? In the order shown, they have -9330.488 -23061.365 -42542.232 -4671.099 eV.